[1]
C34H34FeN5O2 | wB97M-V/def2-TZVPD

Values from the calculation:
**Orbital gap (alpha / beta)**: 8.624 / 8.416 eV
**Expectation value of S²**: 8.768
**LUMO level (alpha / beta)**: -5.97 / -6.10 eV
**Charge**: +2
**2S+1**: 6
**Electronic energy**: -3003.5987 a.u.

Last column: Mulliken charge in e.
Element x y z (Å)
Fe (0.00, 0.96, -1.61)  0.11
O (-1.16, 8.63, -1.85)  -0.38
C (0.00, 8.67, -1.85)  0.80
O (1.15, 8.64, -1.85)  -0.38
C (0.01, 5.65, -2.56)  -1.00
C (-1.21, 5.06, -2.45)  -0.54
C (-1.16, 3.69, -2.19)  0.73
N (0.00, 3.05, -2.06)  0.10
C (1.18, 3.68, -2.19)  0.75
C (1.23, 5.05, -2.45)  -0.55
C (2.36, 2.79, -2.03)  0.54
C (3.67, 3.24, -2.14)  -0.71
C (4.70, 2.32, -1.98)  -0.53
C (4.40, 1.00, -1.71)  -0.85
C (3.07, 0.63, -1.62)  -0.20
N (2.07, 1.50, -1.78)  0.20
C (-2.36, 2.81, -2.03)  0.56
C (-3.66, 3.26, -2.13)  -0.71
C (-4.70, 2.35, -1.97)  -0.55
C (-4.40, 1.02, -1.71)  -0.85
C (-3.07, 0.65, -1.62)  -0.20
N (-2.07, 1.52, -1.78)  0.19
H (-2.14, 5.61, -2.55)  0.46
H (2.16, 5.60, -2.55)  0.46
H (3.89, 4.28, -2.34)  0.41
H (5.73, 2.65, -2.06)  0.47
H (5.18, 0.26, -1.58)  0.45
H (2.78, -0.39, -1.41)  0.44
H (-3.87, 4.30, -2.33)  0.40
H (-5.72, 2.68, -2.05)  0.46
H (-5.18, 0.29, -1.58)  0.45
H (-2.79, -0.38, -1.41)  0.44
C (-1.26, 0.36, 5.32)  -1.56
C (0.00, -0.26, 4.70)  1.90
C (1.25, 0.36, 5.33)  -1.55
C (-0.01, -1.76, 4.97)  -2.05
C (0.00, 0.05, 3.21)  0.10
C (0.00, 1.37, 2.77)  -0.70
C (0.00, 1.65, 1.42)  -0.85
N (0.00, 0.69, 0.49)  0.21
C (0.00, -0.60, 0.89)  -0.24
C (0.00, -0.94, 2.23)  0.00
C (0.00, -1.61, -0.22)  0.14
C (0.00, -2.98, 0.02)  0.11
C (0.00, -3.89, -1.03)  -0.22
C (0.00, -3.35, -2.32)  -0.13
C (-0.01, -1.99, -2.49)  -1.63
N (-0.01, -1.12, -1.47)  0.36
C (0.00, -5.40, -0.82)  1.82
C (1.26, -5.98, -1.49)  -1.56
C (0.00, -5.77, 0.66)  -2.04
C (-1.25, -5.98, -1.49)  -1.54
H (-1.28, 0.14, 6.39)  0.45
H (-2.17, -0.05, 4.88)  0.38
H (-1.28, 1.44, 5.21)  0.34
H (1.27, 0.14, 6.39)  0.45
H (1.27, 1.44, 5.22)  0.34
H (2.16, -0.05, 4.88)  0.38
H (-0.01, -1.93, 6.05)  0.42
H (0.88, -2.26, 4.57)  0.43
H (-0.89, -2.26, 4.57)  0.43
H (0.00, 2.19, 3.47)  0.48
H (0.00, 2.67, 1.05)  0.55
H (0.00, -1.98, 2.52)  0.48
H (0.00, -3.34, 1.04)  0.60
H (0.00, -3.99, -3.19)  0.53
H (-0.01, -1.56, -3.49)  0.55
H (2.17, -5.56, -1.05)  0.37
H (1.28, -5.79, -2.56)  0.35
H (1.28, -7.05, -1.34)  0.46
H (0.89, -5.41, 1.17)  0.43
H (0.00, -6.86, 0.75)  0.42
H (-0.89, -5.41, 1.17)  0.43
H (-1.27, -5.79, -2.56)  0.35
H (-2.16, -5.57, -1.05)  0.37
H (-1.27, -7.06, -1.34)  0.45



[2]
C34H34Ge2MoNS4 | wB97M-V/def2-TZVPD

Values from the calculation:
**Orbital gap (alpha / beta)**: 5.795 / 4.365 eV
**Expectation value of S²**: 3.781
**LUMO level (alpha / beta)**: -7.48 / -8.70 eV
**Charge**: +2
**2S+1**: 4
**Electronic energy**: -7184.8644 a.u.

Last column: Mulliken charge in e.
Element x y z (Å)
Mo (-0.22, 0.50, 0.31)  -1.76
S (0.60, -0.04, 2.60)  -0.21
C (0.90, 1.66, 2.73)  0.92
C (1.49, 2.48, 3.86)  -0.09
C (2.20, 4.79, 2.71)  -1.12
C (1.12, 5.48, 2.36)  -0.97
C (-0.23, 4.99, 2.03)  -0.22
C (0.22, 2.41, 1.61)  0.64
S (-1.67, 2.06, -0.71)  -0.29
C (-1.10, 2.14, -2.43)  -0.76
C (-0.20, 1.01, -2.77)  0.42
C (0.41, 0.95, -4.02)  -0.78
C (1.12, -0.18, -4.37)  -0.59
C (1.11, -1.27, -3.50)  -0.87
C (0.49, -1.15, -2.28)  0.73
C (0.30, -2.31, -1.37)  -1.17
S (0.77, -1.83, 0.32)  0.44
C (-0.42, -2.75, 1.27)  0.00
C (-0.03, -3.98, 1.78)  -0.65
C (-0.96, -4.75, 2.47)  -0.80
C (-2.25, -4.27, 2.66)  -0.61
C (-2.62, -3.03, 2.17)  -0.75
C (-1.70, -2.25, 1.47)  1.15
S (-2.22, -0.71, 0.81)  -0.16
N (-0.07, 0.02, -1.87)  0.27
H (2.14, 1.84, 4.46)  0.62
H (3.09, 5.34, 2.98)  0.46
H (1.20, 6.56, 2.35)  0.50
H (-0.82, 5.73, 1.50)  0.73
H (-0.61, 3.11, -2.57)  0.33
H (-1.98, 2.11, -3.07)  0.62
H (0.31, 1.78, -4.70)  0.54
H (1.63, -0.24, -5.32)  0.50
H (1.56, -2.21, -3.78)  0.48
H (0.89, -3.18, -1.67)  0.52
H (-0.76, -2.59, -1.34)  0.44
H (0.98, -4.34, 1.64)  0.50
H (-0.68, -5.72, 2.86)  0.44
H (-2.98, -4.86, 3.20)  0.43
H (-3.62, -2.64, 2.33)  0.49
C (4.16, -0.59, 2.19)  -0.85
Ge (4.51, 0.39, 0.54)  0.43
C (5.72, 1.92, 0.77)  -1.00
C (4.89, -0.79, -0.99)  -0.99
Ge (2.19, 1.42, 0.06)  1.81
C (1.71, 2.44, 1.69)  -0.09
C (-0.65, 3.58, 1.79)  -0.81
C (-1.04, 4.24, 3.12)  -0.66
C (-0.48, 3.96, 4.44)  -0.98
C (0.60, 3.26, 4.77)  -1.08
C (2.33, 3.31, 2.77)  0.16
C (2.38, 2.86, -1.26)  0.34
C (3.36, 2.78, -2.26)  -0.39
C (3.51, 3.80, -3.19)  -0.79
C (2.67, 4.91, -3.14)  -0.61
C (1.69, 5.00, -2.16)  -0.87
C (1.55, 3.98, -1.23)  -0.47
H (5.04, -1.17, 2.46)  0.48
H (3.32, -1.28, 2.07)  0.18
H (3.94, 0.09, 3.02)  0.27
H (6.73, 1.52, 0.85)  0.47
H (5.48, 2.46, 1.68)  0.33
H (5.67, 2.61, -0.08)  0.38
H (5.82, -1.32, -0.78)  0.45
H (5.01, -0.23, -1.91)  0.38
H (4.09, -1.52, -1.11)  0.27
H (-1.53, 3.53, 1.16)  0.62
H (-2.08, 4.55, 3.17)  0.58
H (-1.06, 4.38, 5.25)  0.46
H (0.88, 3.22, 5.82)  0.50
H (3.38, 3.04, 2.90)  0.71
H (4.02, 1.92, -2.30)  0.31
H (4.28, 3.74, -3.94)  0.48
H (2.79, 5.71, -3.86)  0.43
H (1.04, 5.86, -2.12)  0.50
H (0.79, 4.06, -0.46)  0.68



[3]
C34H34GeNP2RhSeTe | wB97M-V/def2-TZVPD

Values from the calculation:
**Orbital gap**: 4.122 eV
**LUMO level**: 3.98 eV
**Charge**: -2
**Electronic energy**: -6910.3136 a.u.

Last column: Mulliken charge in e.
Element x y z (Å)
Rh (1.35, -0.44, -1.80)  -1.52
Te (1.82, -2.01, 2.17)  0.38
C (0.96, -1.86, 4.10)  0.05
C (0.36, -0.68, 4.52)  -0.01
C (-0.21, -0.63, 5.78)  -0.36
N (-0.24, -1.65, 6.65)  -0.69
C (0.34, -2.78, 6.23)  -0.29
C (0.95, -2.93, 4.99)  -0.38
C (0.56, -0.67, 1.19)  -1.05
P (-0.16, -1.48, -0.26)  0.86
C (-1.86, -0.81, -0.58)  0.57
C (-2.56, -0.05, 0.34)  0.21
C (-3.80, 0.49, 0.02)  -0.67
C (-4.37, 0.24, -1.22)  -0.60
C (-3.69, -0.55, -2.14)  -0.49
C (-2.44, -1.06, -1.83)  -0.57
C (-0.74, -3.11, 0.31)  0.45
C (-0.56, -4.26, -0.45)  -0.40
C (-1.03, -5.49, 0.01)  -0.56
C (-1.68, -5.57, 1.23)  -0.45
C (-1.87, -4.41, 1.99)  -0.81
C (-1.41, -3.19, 1.53)  -0.31
P (1.44, 0.60, 0.23)  1.05
C (2.88, 1.19, 1.21)  0.46
C (4.10, 0.52, 1.24)  -0.01
C (5.16, 1.00, 1.99)  -0.70
C (5.01, 2.18, 2.72)  -0.40
C (3.81, 2.88, 2.66)  -0.78
C (2.76, 2.40, 1.89)  -0.40
C (0.37, 1.94, 0.01)  0.11
C (-0.59, 2.38, 0.92)  0.49
C (-1.52, 3.36, 0.64)  -1.12
C (-1.44, 3.95, -0.67)  -0.64
C (-0.54, 3.58, -1.61)  -1.06
C (0.39, 2.38, -1.45)  -0.18
H (0.33, 0.18, 3.86)  0.28
H (-0.68, 0.29, 6.12)  0.37
H (0.31, -3.62, 6.92)  0.34
H (1.39, -3.88, 4.71)  0.32
H (-2.10, 0.16, 1.30)  0.21
H (-4.31, 1.13, 0.73)  0.34
H (-5.33, 0.67, -1.48)  0.35
H (-4.11, -0.74, -3.12)  0.40
H (-1.89, -1.63, -2.57)  0.33
H (-0.04, -4.19, -1.39)  0.44
H (-0.87, -6.38, -0.59)  0.38
H (-2.04, -6.52, 1.60)  0.37
H (-2.37, -4.47, 2.95)  0.40
H (-1.55, -2.29, 2.12)  0.51
H (4.23, -0.38, 0.64)  0.49
H (6.10, 0.46, 2.01)  0.38
H (5.83, 2.55, 3.32)  0.35
H (3.70, 3.81, 3.21)  0.39
H (1.83, 2.95, 1.81)  0.29
H (-0.58, 1.92, 1.91)  0.04
H (-2.26, 3.68, 1.37)  0.43
H (-2.11, 4.78, -0.91)  0.28
H (-0.49, 4.13, -2.54)  0.42
H (1.41, 2.68, -1.76)  0.27
C (-1.28, 2.47, -4.93)  -1.32
Ge (0.18, 1.35, -4.24)  0.73
C (1.85, 2.13, -4.87)  -1.24
C (-0.13, -0.35, -5.16)  -1.21
C (0.08, 1.15, -2.31)  0.75
H (-1.27, 2.46, -6.02)  0.42
H (-1.21, 3.50, -4.58)  0.39
H (-2.23, 2.06, -4.58)  0.35
H (1.87, 2.15, -5.96)  0.41
H (2.69, 1.52, -4.52)  0.27
H (1.97, 3.15, -4.49)  0.37
H (0.06, -0.25, -6.23)  0.43
H (-1.18, -0.64, -5.02)  0.31
H (0.51, -1.12, -4.76)  0.28
H (-0.96, 0.87, -2.11)  -0.54
Se (3.15, -1.25, -3.02)  -0.95